# 1
# C4H8NO

A gas-phase ion, C4H8NO (charge +1) (wB97M-V/def2-TZVPD, the Open Molecules 2025 dataset).

Each line ends with the natural charge from an NBO analysis.
Cartesian coordinates (Å):
C 0.84436 0.54804 1.03539  -0.1146
C 1.19048 1.63920 1.97695  0.5184
C -1.54739 -0.51838 -1.06920  -0.5813
C -0.17727 -0.95324 -0.40372  -0.2560
N -0.18116 -0.19781 0.80991  -0.1384
O 2.29853 2.24384 2.13749  -0.4703
H 1.59788 0.60665 0.20860  0.1584
H 0.38975 2.01748 2.56616  0.2187
H -1.70553 -1.25942 -1.85753  0.2440
H -2.29870 -0.30382 -0.36177  0.2417
H -1.34232 0.38976 -1.55436  0.2130
H 0.81516 -0.79905 -0.97197  0.1892
H -0.27213 -1.96099 -0.20861  0.2518
H 2.95917 1.83327 1.57683  0.5255

Cartesian forces (eV/Å) of the 3 atoms listed first:
C 2.2 1.0 -2.3
C -2.1 -1.2 0.3
C 2.6 -1.0 -1.2

Output
2S+1: 1
Electronic energy, hartree: -286.832435
Orbital gap, eV: 8.46
ΔE to the lowest compared entry with this formula, charge and spin, kcal/mol: 69.06
Net charge: +1

=====

# 2
# C35H37F5HgOP2Te

A molecular structure, C35H37F5HgOP2Te (wB97M-V/def2-TZVPD, the Open Molecules 2025 dataset).

Each line ends with the Löwdin charge.
Cartesian coordinates (Å):
Hg -1.31761 2.69441 -2.06805  1.2218
C -2.34603 1.24074 -3.28926  -0.3294
C -1.51001 0.46251 -2.37787  -0.3491
C -0.19691 -0.07675 -2.86305  -0.2086
C 0.95876 0.94107 -3.15510  -0.1813
C 0.58098 2.36977 -2.86513  -0.3232
C -0.29209 3.11756 -3.75323  -0.3508
C -0.85186 2.46397 -5.01441  -0.1840
C -1.97420 1.41305 -4.74489  -0.2064
C 1.64955 0.38168 2.65013  -0.1907
H -3.42551 1.22735 -3.05711  0.0944
H -2.15155 -0.47781 -1.96926  0.0633
H -0.41774 -0.67523 -3.77154  0.1131
H 0.17335 -0.79310 -2.10624  0.0540
H 1.82060 0.66709 -2.52974  0.0718
H 1.36821 0.75966 -4.16368  0.1130
H 1.32666 2.91614 -2.26718  0.0736
H -0.19919 4.21763 -3.77306  0.0894
H -0.08291 1.96535 -5.61731  0.1073
H -1.31960 3.19874 -5.67639  0.1036
H -2.87241 1.63655 -5.34236  0.1075
H -1.71672 0.39696 -5.07634  0.0974
H 0.77173 1.01423 2.48465  0.0468
H 2.43494 0.93805 3.17582  0.0859
H 1.33379 -0.49065 3.22996  0.0668
P -1.82329 -1.36832 -0.17134  1.0447
P 2.27614 -0.19824 1.09425  1.0063
C -0.33736 -0.76463 0.60080  -0.2758
C 0.95432 -1.09540 0.31254  -0.2553
C -2.59180 -2.89853 0.09735  -0.4029
C -2.99753 -3.71559 -0.98147  -0.0753
C -3.64546 -4.89662 -0.66912  -0.0948
C -3.91770 -5.27150 0.64229  -0.0691
C -3.47022 -4.44895 1.66985  -0.0749
C -2.83395 -3.24486 1.43058  -0.0825
C -2.85592 0.16900 0.01932  -0.3061
C -2.55728 1.59878 -0.33575  -0.2854
C -2.60019 2.49579 0.77374  -0.1339
C -3.51794 2.21841 1.79486  -0.1022
C -4.23359 0.98871 1.80678  -0.1029
C -3.87740 -0.03624 0.94433  -0.1232
C 3.65010 -1.33185 1.39693  -0.2945
C 3.36003 -2.66671 1.73939  -0.0670
C 4.39781 -3.55327 2.04243  -0.0662
C 5.72613 -3.11365 2.00611  -0.0672
C 6.01698 -1.78484 1.66564  -0.0679
C 4.98366 -0.88761 1.37715  -0.0760
C 2.90976 1.24094 0.19004  -0.2941
C 2.61171 2.55658 0.61192  -0.0534
C 3.20560 3.64388 -0.03925  -0.0717
C 4.04855 3.44720 -1.13386  -0.0709
C 4.31650 2.14486 -1.57851  -0.0693
C 3.75616 1.05145 -0.91411  -0.1209
H -0.57801 -0.06689 1.41288  0.0333
H 1.19769 -1.82182 -0.46883  0.0817
H -2.82427 -3.39410 -2.01048  0.1057
H -3.96005 -5.53900 -1.46879  0.0964
H -4.47523 -6.17989 0.85486  0.1072
H -3.63806 -4.74169 2.68527  0.1008
H -2.53746 -2.55424 2.22410  0.0981
H -3.13082 2.02999 -1.22001  0.0639
H -1.98638 3.42024 0.73899  0.0935
H -3.69562 2.95398 2.58129  0.1063
H -5.02478 0.81667 2.53863  0.1005
H -4.31808 -1.05926 1.06058  0.1155
H 2.31994 -2.99958 1.76851  0.1124
H 4.16933 -4.58824 2.30855  0.1121
H 6.53567 -3.80645 2.24586  0.1099
H 7.05030 -1.43950 1.62526  0.1086
H 5.21088 0.15402 1.13270  0.1072
H 1.94586 2.71877 1.45714  0.1072
H 3.00481 4.65681 0.31858  0.1138
H 4.49752 4.29931 -1.64706  0.1115
H 4.96869 1.98040 -2.43488  0.1113
H 4.00059 0.03543 -1.24735  0.1211
F -1.86627 -1.11517 5.76941  -0.4042
Te -1.62059 0.40953 4.65244  1.8275
F -1.91684 1.45716 6.21538  -0.3797
F -1.41474 2.08549 3.72666  -0.4002
F -3.51443 0.55930 4.41532  -0.3894
F 0.22544 0.54652 5.14323  -0.4069
O -1.32314 -0.60559 3.16950  -0.5988

Cartesian forces (eV/Å) of the 3 atoms listed first:
Hg -2.4 0.5 4.0
C -0.7 -2.1 -0.2
C -3.2 -2.8 -3.2

Output
2S+1: 1
Electronic energy, hartree: -3034.158069
Orbital gap (alpha / beta), eV: 5.26 / 5.68
ΔE to the lowest compared entry with this formula, charge and spin, kcal/mol: 201.68
Net charge: 0

=====

# 3
# C33H29BrF7N3O3Y

A molecular structure, C33H29BrF7N3O3Y (wB97M-V/def2-TZVPD, the Open Molecules 2025 dataset).

Each line ends with the natural charge from an NBO analysis.
Cartesian coordinates (Å):
Y 0.21742 0.04791 0.15265  1.9508
O 1.36369 -1.04926 1.69904  -0.8319
C 1.27054 -1.99085 2.56884  0.4148
C 2.38216 -2.32320 3.38663  -0.2945
C 2.30764 -3.31531 4.33700  -0.1758
C 1.12472 -4.04610 4.53704  -0.3107
C 0.03654 -3.74659 3.74861  -0.1549
C 0.08260 -2.74537 2.76738  -0.1901
C -1.10290 -2.53094 1.95604  0.1876
N -1.19594 -1.73597 0.96732  -0.5359
C -2.46228 -1.62205 0.25515  -0.2404
C -2.17964 -1.77091 -1.23351  -0.2330
N -1.01231 -0.95470 -1.61255  -0.5496
C -0.69738 -0.96972 -2.85048  0.1747
C 0.36306 -0.21406 -3.50499  -0.2495
C 0.54836 -0.44795 -4.87599  -0.1420
C 1.48548 0.23490 -5.61900  -0.3027
C 2.25771 1.21109 -4.97305  -0.1777
C 2.09494 1.46968 -3.63114  -0.3083
C 1.15685 0.76126 -2.84494  0.4913
O 1.07258 1.00362 -1.57702  -0.8793
H 3.29259 -1.75328 3.23599  0.2126
H 3.17952 -3.53336 4.94640  0.2009
H 1.07048 -4.82148 5.29030  0.2035
H -0.89357 -4.29483 3.87723  0.1955
H -1.98075 -3.12584 2.23550  0.1493
H -3.18662 -2.37699 0.57389  0.1796
H -2.87797 -0.63129 0.44796  0.2401
H -1.97087 -2.82188 -1.45074  0.1827
H -3.05795 -1.46657 -1.80203  0.2156
H -1.28388 -1.60190 -3.52468  0.1560
H -0.08955 -1.18410 -5.35757  0.1975
H 1.60218 0.04368 -6.67771  0.2042
H 2.98750 1.77875 -5.54049  0.2014
H 2.68275 2.22802 -3.12625  0.2162
C 3.67341 -3.36845 -3.62757  -0.6305
C 3.70778 -2.36761 -2.50110  -0.0475
C 4.85086 -1.67430 -2.14305  -0.1634
C 4.80526 -0.72354 -1.14076  -0.2586
C 3.58542 -0.49382 -0.52624  0.1807
Br 3.45697 0.88985 0.77147  0.1619
N 2.48458 -1.15074 -0.83160  -0.4634
C 2.55458 -2.06686 -1.79130  0.0659
H 4.68135 -3.64705 -3.93635  0.2119
H 3.15730 -2.94994 -4.49505  0.2349
H 3.14346 -4.27759 -3.33584  0.2193
H 5.78386 -1.86732 -2.66212  0.2122
H 5.67671 -0.15406 -0.85107  0.2301
H 1.62194 -2.57467 -2.02205  0.2022
C 0.50430 1.26041 3.80288  -0.6334
C -0.43082 1.86238 2.74793  0.1292
O -0.79903 0.97583 1.79542  -0.9206
C -1.69272 2.38645 3.46989  0.9661
F -2.21946 1.40606 4.23167  -0.3359
F -1.39760 3.40827 4.30514  -0.3446
F -2.65086 2.79568 2.65361  -0.3026
C 0.28478 3.08972 2.06370  0.9572
F 0.83907 2.68176 0.89341  -0.3094
F -0.51407 4.10995 1.76950  -0.3063
F 1.30450 3.58897 2.79683  -0.3365
H 0.02815 0.36405 4.19757  0.2325
H 0.71365 1.95629 4.61535  0.2154
H 1.43948 0.96209 3.32914  0.2298
F -4.46314 3.56466 -5.77828  -0.3700
C -3.86764 3.15900 -4.60025  0.2626
C -2.50550 3.30242 -4.43759  -0.2608
C -1.90160 2.89446 -3.25813  -0.3039
C -2.63685 2.33002 -2.16758  0.0776
C -2.02471 1.87669 -0.98676  -0.7719
C -4.04140 2.19603 -2.41578  -0.3074
C -4.63763 2.60541 -3.60039  -0.2736
H -1.91825 3.72851 -5.24494  0.2037
H -0.82577 3.00137 -3.14877  0.1982
H -2.61314 1.53019 -0.14332  0.1910
H -0.98756 2.13564 -0.82207  0.1703
H -4.66119 1.76723 -1.63217  0.1877
H -5.70748 2.49711 -3.75310  0.2019

Cartesian forces (eV/Å) of the 3 atoms listed first:
Y -0.3 0.2 0.4
O 0.1 -0.4 0.2
C 0.0 0.1 0.0

Output
2S+1: 1
Electronic energy, hartree: -4976.563844
Orbital gap, eV: 4.26
ΔE to the lowest compared entry with this formula, charge and spin, kcal/mol: 22.50
Net charge: -1